C29H81N9O8 | ωB97M-V/def2-TZVPD

```
! wB97M-V def2-TZVPD RIJCOSX def2/J DEFGRID3
* xyz 0 1
C -5.940 20.859 8.033
O -6.194 21.111 6.630
C -5.996 22.514 6.297
C -4.500 22.791 6.109
C -4.198 24.011 5.253
N -3.839 21.723 5.404
H -5.893 19.865 8.478
H -6.673 21.394 8.637
H -4.979 21.327 8.241
H -6.479 22.572 5.321
H -6.390 23.264 6.983
H -4.040 22.912 7.090
H -4.818 24.082 4.360
H -3.143 24.078 4.989
H -4.470 24.972 5.690
H -4.153 21.629 4.449
H -4.112 20.807 5.731
C -12.822 19.318 5.356
O -13.683 19.606 6.523
C -13.286 20.782 7.295
C -14.019 22.068 6.900
C -13.772 22.530 5.474
N -13.598 23.214 7.719
H -12.778 20.026 4.528
H -13.226 18.419 4.891
H -11.813 19.083 5.693
H -13.382 20.497 8.343
H -12.206 20.918 7.240
H -15.077 21.881 7.083
H -14.214 23.514 5.320
H -14.050 21.836 4.681
H -12.695 22.670 5.380
H -14.208 23.915 7.322
H -13.788 23.097 8.704
C 4.208 24.191 4.159
O 5.581 24.168 3.732
C 5.837 24.171 2.293
C 6.150 25.601 1.828
C 5.015 26.581 1.643
N 6.872 25.648 0.524
H 3.516 24.811 3.588
H 4.078 24.458 5.207
H 4.030 23.118 4.087
H 6.622 23.424 2.178
H 5.037 23.726 1.701
H 6.854 26.037 2.537
H 4.215 26.559 2.383
H 4.393 26.379 0.771
H 5.278 27.638 1.668
H 6.433 25.046 -0.158
H 7.787 25.224 0.469
C -8.494 34.826 11.962
O -8.085 35.337 10.694
C -7.214 34.448 9.991
C -7.843 33.175 9.221
C -6.745 32.152 9.035
N -8.368 33.747 7.964
H -9.405 34.232 11.892
H -8.925 35.614 12.580
H -7.873 34.248 12.646
H -6.505 34.977 9.354
H -6.635 33.952 10.770
H -8.601 32.723 9.861
H -5.872 32.602 8.563
H -7.113 31.610 8.164
H -6.571 31.456 9.855
H -8.717 34.692 7.894
H -7.494 33.735 7.459
C -2.205 21.936 -6.528
O -2.282 23.100 -5.749
C -3.568 23.590 -5.565
C -3.509 24.697 -4.404
C -2.594 24.237 -3.197
N -4.846 25.053 -3.878
H -2.743 21.981 -7.474
H -2.388 21.043 -5.930
H -1.177 21.740 -6.833
H -3.941 23.756 -6.576
H -4.180 22.763 -5.204
H -2.954 25.535 -4.824
H -2.536 24.939 -2.366
H -1.556 24.156 -3.517
H -2.872 23.248 -2.831
H -4.831 25.962 -3.438
H -5.515 25.131 -4.630
C -0.037 13.986 13.497
O -0.728 15.171 13.213
C 0.003 16.284 12.672
C -0.621 17.588 13.220
C 0.005 18.938 12.765
N -0.572 17.497 14.637
H 0.858 14.113 14.106
H 0.072 13.340 12.625
H -0.659 13.356 14.132
H 1.035 16.387 13.006
H 0.022 16.186 11.586
H -1.692 17.690 13.045
H -0.316 19.770 13.391
H -0.138 19.321 11.755
H 1.086 19.066 12.825
H 0.381 17.505 14.971
H -0.828 16.537 14.818
C -7.797 20.954 17.181
O -7.756 19.790 18.079
C -6.532 19.124 18.099
C -6.473 18.194 19.387
C -7.215 16.914 19.141
N -7.122 18.924 20.568
H -8.786 21.400 17.288
H -7.518 20.614 16.183
H -7.169 21.827 17.358
H -6.242 18.550 17.219
H -5.729 19.813 18.361
H -5.460 17.960 19.716
H -6.432 16.216 18.846
H -8.022 17.033 18.419
H -7.515 16.438 20.075
H -6.748 19.860 20.622
H -7.970 19.205 20.095
N -3.369 16.572 0.510
C -4.392 17.077 -0.165
N -4.097 17.339 -1.455
O -5.468 17.449 0.284
H -2.457 16.407 0.109
H -3.425 16.411 1.505
H -3.173 17.102 -1.785
H -4.844 17.823 -1.933
*
```

SMILES string	COC[C@H](C)N.COC[C@H](C)N.COC[C@H](C)N.COC[C@H](C)N.COC[C@H](C)N.COC[C@H](C)N.COC[C@H](C)N.NC(N)=O
E_LUMO	0.0206	hartree
HOMO-LUMO gap	9.282	eV
energy relative to the best compared isomer or geometry (same formula, charge and spin)	6.0958	eV

Atom charges from the Mulliken analysis, given in e for atoms 1 to 6:
1 C -0.7001
2 O -0.3907
3 C -0.5398
4 C 0.4440
5 C -1.6138
6 N -0.6745